#w
The following is a quantum chemistry calculation of 2 unconnected molecules or ions with the total composition C3H6N2O, from OMol25.

The geometry in ORCA input format:
```
! RIJCOSX wB97M-V def2-TZVPD def2/J DEFGRID3
* xyz 0 1
N -1.84 -1.04 0.33
C -1.59 -0.07 -0.52
C 1.24 1.02 0.24
O 1.11 0.09 1.28
C 1.78 0.39 -0.99
N 2.19 -0.13 -1.94
H -2.04 -0.80 1.30
H -1.92 -2.03 0.12
H -1.44 -0.56 -1.50
H 0.28 1.47 -0.02
H 1.94 1.80 0.57
H 0.35 -0.47 1.07
*
```

---

#x
The following is a quantum chemistry calculation of a single C3H6N2O molecule, from OMol25.

The geometry in ORCA input format:
```
! RIJCOSX wB97M-V def2-TZVPD def2/J DEFGRID3
* xyz 0 1
H -0.40 -1.57 -0.95
N -1.16 -0.92 -0.74
C -0.75 0.05 -0.03
C -1.86 1.07 0.22
O -1.72 2.26 0.30
N 0.56 0.32 0.39
C 1.68 -0.41 -0.19
H -2.86 0.59 0.23
H 0.65 0.30 1.40
H 1.74 -1.48 0.07
H 2.61 0.06 0.16
H 1.64 -0.31 -1.28
*
```

---

Least stable: #w

---

#w
The following is a quantum chemistry calculation of a single C10H13N molecule, from OMol25.

The geometry in ORCA input format:
```
! RIJCOSX wB97M-V def2-TZVPD def2/J DEFGRID3
* xyz 0 1
N 2.27 -0.38 1.39
C 2.19 -0.48 -0.08
C 2.11 0.81 -0.70
C 0.84 1.64 -0.15
C -0.40 0.67 -0.13
C -1.63 1.36 0.12
C -2.87 0.61 0.26
C -2.78 -0.84 0.11
C -1.56 -1.34 -0.16
C -0.31 -0.69 -0.24
C 0.98 -1.44 -0.57
H 2.33 -1.49 1.81
H 1.22 0.21 1.67
H 3.09 -0.67 -0.29
H 2.36 1.04 -1.63
H 2.86 1.33 -0.45
H 0.48 2.48 -0.90
H 1.26 2.00 0.82
H -2.05 2.48 0.23
H -3.88 1.10 0.54
H -3.68 -1.33 0.10
H -1.39 -2.46 -0.73
H 0.95 -1.48 -1.52
H 1.03 -2.32 -0.09
*
```

---

#x
The following is a quantum chemistry calculation of a single C10H13N molecule, from OMol25.

The geometry in ORCA input format:
```
! RIJCOSX wB97M-V def2-TZVPD def2/J DEFGRID3
* xyz 0 1
H 1.14 3.40 -1.77
N 1.25 2.45 -1.72
C 0.49 1.81 -0.99
C 0.58 0.02 -0.90
C 2.00 -0.20 -0.70
C 0.03 -0.58 -2.17
C -0.20 -0.27 0.35
C -1.15 -1.33 0.29
C -1.94 -1.51 1.43
C -1.83 -0.75 2.60
C -0.77 0.14 2.58
C -0.11 0.45 1.48
H -0.22 2.15 -0.39
H 2.33 -0.93 -1.40
H 2.73 0.66 -0.97
H 2.25 -0.49 0.27
H -1.07 -0.25 -2.11
H 0.54 0.04 -3.02
H 0.17 -1.64 -2.23
H -1.26 -1.89 -0.68
H -2.87 -2.14 1.43
H -2.21 -1.12 3.50
H -0.58 0.85 3.45
H 0.70 1.16 1.65
*
```

---

Least stable: #w

---

#w
The following is a quantum chemistry calculation of a single C4H8N2 molecule, from OMol25.

The geometry in ORCA input format:
```
! RIJCOSX wB97M-V def2-TZVPD def2/J DEFGRID3
* xyz 0 1
C 1.69 0.83 -1.70
C 0.86 0.21 -0.85
C 0.18 0.10 0.46
N 0.96 -0.50 1.40
C -1.12 -0.67 0.38
N -2.17 -0.25 -0.46
H 2.50 1.61 -2.42
H 0.13 1.36 0.60
H 1.69 0.22 1.67
H 1.38 -1.37 0.97
H -1.41 -0.53 1.49
H -0.63 -1.75 0.07
H -1.84 -0.18 -1.48
H -2.22 0.90 -0.14
*
```

---

#x
The following is a quantum chemistry calculation of a single C4H8N2 molecule, from OMol25.

The geometry in ORCA input format:
```
! RIJCOSX wB97M-V def2-TZVPD def2/J DEFGRID3
* xyz 0 1
H -1.74 -1.57 0.22
N -2.45 -0.85 0.10
C -1.90 0.26 -0.26
N -0.54 0.41 -0.52
C 0.30 1.40 0.13
C 0.50 -0.08 0.36
C 1.62 -0.89 -0.23
H -2.49 1.14 -0.44
H 0.99 1.94 -0.51
H -0.12 1.96 0.94
H 0.14 -0.44 1.34
H 2.50 -0.81 0.42
H 1.88 -0.51 -1.22
H 1.30 -1.95 -0.32
*
```

---

Least stable: #w

---

#w
The following is a quantum chemistry calculation of a single C4H8N2 molecule, from OMol25.

The geometry in ORCA input format:
```
! RIJCOSX wB97M-V def2-TZVPD def2/J DEFGRID3
* xyz 0 1
C -2.11 -0.53 -0.06
C -1.35 0.71 0.01
N -0.10 0.87 0.02
N 0.63 -0.33 -0.06
C 1.86 0.05 -0.73
C 1.83 -0.08 0.73
H -1.58 -1.32 -0.61
H -2.34 -0.87 0.99
H -3.10 -0.32 -0.52
H -1.98 1.61 0.16
H 2.21 -0.70 -1.38
H 2.00 1.08 -1.10
H 1.85 0.82 1.32
H 2.19 -0.99 1.22
*
```

---

#x
The following is a quantum chemistry calculation of a single C4H8N2 molecule, from OMol25.

The geometry in ORCA input format:
```
! RIJCOSX wB97M-V def2-TZVPD def2/J DEFGRID3
* xyz 0 1
C 0.80 -1.39 0.85
C 0.52 0.10 0.70
C -0.61 0.40 -0.27
N -0.97 1.73 -0.38
C -0.75 -0.64 -2.16
N 0.24 -0.10 -1.78
H 1.03 -1.85 -0.11
H -0.07 -1.91 1.28
H 1.64 -1.55 1.53
H 0.24 0.54 1.66
H 1.41 0.62 0.33
H -1.49 -0.21 -0.06
H -0.19 2.32 -0.65
H -1.78 1.90 -0.96
*
```

---

Least stable: #w

---

#w
The following is a quantum chemistry calculation of a single C4H8N2 molecule, from OMol25.

The geometry in ORCA input format:
```
! RIJCOSX wB97M-V def2-TZVPD def2/J DEFGRID3
* xyz 0 1
H 1.48 1.64 -0.42
N 0.66 2.21 -0.15
C -0.32 1.45 0.09
N -0.44 0.02 0.01
C -1.74 -0.55 0.09
C 0.67 -0.82 -0.28
C 1.89 -0.74 0.27
H -1.29 1.90 0.33
H -2.56 0.24 0.01
H -1.87 -1.26 -0.80
H -1.85 -1.12 1.03
H 0.47 -1.62 -1.05
H 2.72 -1.38 -0.13
H 2.17 0.03 1.01
*
```

---

#x
The following is a quantum chemistry calculation of a single C4H8N2 molecule, from OMol25.

The geometry in ORCA input format:
```
! RIJCOSX wB97M-V def2-TZVPD def2/J DEFGRID3
* xyz 0 1
C -0.58 0.01 -1.43
C -1.46 -0.96 -0.71
C -0.81 0.12 0.13
N 0.34 -0.38 0.81
C 1.72 0.61 0.70
N 0.85 0.52 1.82
H 0.44 -0.40 -1.65
H -0.85 0.72 -2.13
H -2.48 -0.98 -0.80
H -1.07 -1.92 -0.50
H -1.54 0.90 0.45
H 1.39 1.42 -0.04
H 2.69 0.29 0.63
H 1.37 0.06 2.71
*
```

---

#y
The following is a quantum chemistry calculation of a single C4H8N2 molecule, from OMol25.

The geometry in ORCA input format:
```
! RIJCOSX wB97M-V def2-TZVPD def2/J DEFGRID3
* xyz 0 1
C -2.46 -0.25 0.28
N -1.73 -0.69 -0.65
N -0.46 -0.96 -0.20
C 0.55 -0.22 -0.08
C 1.87 -0.87 -0.01
C 0.36 1.25 -0.19
H -3.50 0.11 -0.05
H -2.10 -0.27 1.34
H 2.70 -0.23 -0.29
H 2.11 -1.16 1.06
H 1.94 -1.77 -0.52
H 1.21 2.00 -0.13
H -0.11 1.49 -1.11
H -0.38 1.57 0.54
*
```

---

#z
The following is a quantum chemistry calculation of a single C4H8N2 molecule, from OMol25.

The geometry in ORCA input format:
```
! RIJCOSX wB97M-V def2-TZVPD def2/J DEFGRID3
* xyz 0 1
H -1.54 -1.69 -0.49
N -2.03 -0.95 0.04
C -1.21 0.04 0.19
C 0.19 -0.08 0.67
C 0.81 0.96 1.54
C -0.04 0.19 -0.74
N 0.13 -0.83 -1.77
H 0.52 -1.08 0.95
H 1.90 0.95 1.43
H 0.58 0.76 2.59
H 0.45 1.96 1.30
H -0.21 1.27 -1.00
H 1.04 -0.75 -2.23
H -0.58 -0.75 -2.50
*
```

---

Least stable: #x

---

#w
The following is a quantum chemistry calculation of 2 unconnected molecules or ions with the total composition C4H8N2, from OMol25.

The geometry in ORCA input format:
```
! RIJCOSX wB97M-V def2-TZVPD def2/J DEFGRID3
* xyz 0 1
C -1.30 -1.10 0.94
C -0.87 -0.50 -0.37
C -1.06 0.73 -0.44
N -1.67 1.76 -0.39
H -0.50 -1.69 1.38
H -2.05 -1.86 0.84
H -1.81 -0.42 1.75
H -0.56 -1.09 -1.16
H -1.39 2.73 -0.27
C 2.50 0.54 -0.62
N 1.55 0.20 0.07
H 2.76 1.64 -0.64
H 3.10 -0.15 -1.18
H 1.29 -0.78 0.08
*
```

---

#x
The following is a quantum chemistry calculation of a single C4H8N2 molecule, from OMol25.

The geometry in ORCA input format:
```
! RIJCOSX wB97M-V def2-TZVPD def2/J DEFGRID3
* xyz 0 1
C -0.27 -0.82 -0.32
C -0.61 -2.08 -0.42
C -0.53 0.54 -0.96
C 1.35 0.27 1.18
N 0.52 1.46 -0.46
N 0.67 1.48 0.89
H 0.02 -2.79 0.09
H -1.53 -2.47 -0.82
H -0.37 0.43 -1.96
H -1.54 0.92 -0.73
H 1.04 -0.22 2.07
H 2.30 -0.03 0.77
H 0.11 2.32 -0.76
H -0.27 1.34 1.32
*
```

---

Least stable: #x